(1)
The following is a DFT calculation (ωB97M-V/def2-TZVPD) of 2 unconnected molecules or ions with the total composition C3H11NS.

Cartesian coordinates (Å):
S: -2.08951 -0.53126 -1.84397
N: 0.39081 -0.82306 0.77843
C: 1.77665 -0.41977 0.49726
C: -0.18762 -0.02888 1.83471
C: -1.23115 1.02258 -2.14742
H: -1.12962 -1.19134 -1.18117
H: -1.98654 1.66558 -2.58628
H: -0.91677 1.46380 -1.20836
H: 2.11826 -0.90083 -0.41685
H: -0.37621 0.94129 -2.81714
H: 1.82496 0.66208 0.37499
H: -0.30514 1.00052 1.48138
H: 0.43250 -1.78395 1.10336
H: 0.40704 -0.00189 2.75826
H: 2.45557 -0.67177 1.31929
H: -1.18324 -0.40308 2.05351

* HOMO-LUMO gap: 0.3529 Eh
* SMILES: CNC.CS
* total energy: -573.80915 Ha
* molar mass: 93.195 g mol⁻¹

=====

(2)
The following is a DFT calculation (ωB97M-V/def2-TZVPD) of 2 unconnected molecules or ions with the total composition C3H11NS2 in a non-equilibrium geometry.

Cartesian coordinates (Å):
S: 1.18181 0.68863 7.30944
S: 2.21896 1.16967 5.55926
N: -2.15207 -0.07239 -3.86750
C: -0.26619 -1.51101 -3.48107
C: -0.76389 -0.04425 -3.38272
C: 1.40830 1.19761 3.96695
H: -2.79074 -0.58978 -3.27586
H: 1.68735 0.42012 3.24931
H: 0.31179 1.24400 3.99252
H: -0.59935 0.39750 -2.40088
H: -2.54748 0.86639 -3.86785
H: -0.17013 0.46401 -4.13018
H: 1.43688 -0.65885 7.27793
H: -0.81645 -2.10085 -4.21135
H: 0.80496 -1.58740 -3.64439
H: -0.57165 -2.04462 -2.56925
H: 1.62791 2.16122 3.47566

* HOMO-LUMO gap (alpha / beta): 0.0808 / 0.2383 Eh
* expectation value of S²: 0.7530
* total energy: -971.96984 Ha
* molar mass: 125.262 g mol⁻¹
* 2S+1: 2
* total charge: -1

=====

Question: Number 2 is which compound?
Answer: C3H11NS2